No. 1
Computed, not measured: C2H3NO in the gas phase at a distorted geometry, with ωB97M-V/def2-TZVPD.

The total energy comes out at -207.75358 hartree. As for the spin multiplicity: 3. For the HOMO energy (spin up / spin down), the calculation gives -5.66 / -10.93 eV. The gap between HOMO and LUMO (spin up / spin down) comes out at 6.7050 / 8.4511 eV.

Each atom is followed by the atoms it is bonded to, with distances in Å.
Element x y z (Å)
1 C 1.03 -0.07 -0.13  C2 1.871, N3 1.292, O4 1.368, H5 1.161
2 C -0.83 0.10 0.09  C1 1.871, N3 1.424, O4 1.475, H6 1.015, H7 1.072
3 N 0.17 0.66 -0.76  C1 1.292, C2 1.424
4 O 0.20 -0.75 0.72  C1 1.368, C2 1.475
5 H 2.15 -0.31 -0.30  C1 1.161
6 H -1.09 0.90 0.65  C2 1.015
7 H -1.62 -0.53 -0.27  C2 1.072

---

No. 2
Computed, not measured: C2H3NO2 in the gas phase at a distorted geometry, with ωB97M-V/def2-TZVPD.

Its structure (SMILES) is NC(=O)C=O. The total energy comes out at -283.20736 hartree. For the HOMO energy, the calculation gives -10.48 eV. The gap between HOMO and LUMO comes out at 9.4357 eV.

Each atom is followed by the atoms it is bonded to, with distances in Å.
Element x y z (Å)
1 C -0.01 -0.31 0.55  C2 1.437, N6 1.434, O7 1.268
2 C 0.56 0.98 0.25  C1 1.437, H5 1.055, O8 1.266
3 H -1.11 -1.61 -0.64  N6 1.023
4 H -0.92 -0.05 -1.31  N6 1.020
5 H 0.50 1.23 -0.78  C2 1.055
6 N -0.53 -0.77 -0.70  C1 1.434, H3 1.023, H4 1.020
7 O 0.19 -1.04 1.57  C1 1.268
8 O 1.32 1.57 1.07  C2 1.266

---

No. 3
Computed, not measured: 2 unconnected molecules or ions with the total composition C2H3NO2 at a distorted geometry, with ωB97M-V/def2-TZVPD.

The total energy comes out at -283.09618 hartree. For the HOMO energy (spin up / spin down), the calculation gives -10.12 / -9.38 eV. The gap between HOMO and LUMO (spin up / spin down) comes out at 9.2082 / 8.4266 eV.

Each atom is followed by the atoms it is bonded to, with distances in Å.
Element x y z (Å)
1 C 1.21 0.16 0.05  C2 1.415, N3 1.145
2 C -0.13 0.49 0.36  C1 1.415, O5 1.285, H6 1.161
3 N 2.26 -0.27 -0.09  C1 1.145
4 O -0.63 -1.59 -0.21  H7 1.023
5 O -0.79 1.27 -0.43  C2 1.285, H8 1.020
6 H -0.34 0.22 1.47  C2 1.161
7 H 0.19 -1.80 -0.78  O4 1.023
8 H -1.77 1.52 -0.37  O5 1.020

---

No. 4
Computed, not measured: C2H3NO2 in the gas phase at a distorted geometry, with ωB97M-V/def2-TZVPD.

Its structure (SMILES) is On1cco1. The total energy comes out at -283.03287 hartree. For the HOMO energy, the calculation gives -9.24 eV. The gap between HOMO and LUMO comes out at 10.2707 eV.

Each atom is followed by the atoms it is bonded to, with distances in Å.
Element x y z (Å)
1 C 0.30 1.05 0.04  C2 1.325, N3 1.826, H6 1.059
2 C 0.71 0.35 -1.01  C1 1.325, O4 1.356, H7 1.078
3 N -0.80 -0.40 0.20  C1 1.826, O4 1.466, O5 1.366
4 O 0.04 -0.83 -0.92  C2 1.356, N3 1.466
5 O -0.52 -1.16 1.30  N3 1.366, H8 0.968
6 H 0.26 1.96 0.57  C1 1.059
7 H 1.38 0.50 -1.84  C2 1.078
8 H -1.37 -1.46 1.64  O5 0.968